(1)
{
  "formula": "C8H17O4PS",
  "method": "ωB97M-V/def2-TZVPD",
  "smiles": "O=C1C[C@H]([PH2]=S)CO1.COCCOC",
  "total_charge": 0,
  "lumo_ha": 0.0199,
  "energy_ev": -36884.01391,
  "species": ["O", "C", "C", "C", "P", "S", "C", "O", "H", "H", "H", "H", "H", "H", "H", "C", "O", "C", "C", "O", "C", "H", "H", "H", "H", "H", "H", "H", "H", "H", "H"],
  "positions_angstrom": [[2.056973, 0.195556, -2.252370], [1.222841, 0.946299, -2.417780], [-0.144836, 0.758884, -3.049159], [-0.919703, 1.505580, -1.948069], [-2.714568, 1.626170, -2.146761], [-3.598978, 2.791980, -0.860498], [-0.087327, 2.767381, -1.960473], [1.245585, 2.227707, -1.996160], [-0.206882, 1.420452, -3.897939], [-0.479417, -0.245946, -3.227362], [-0.694131, 1.073290, -0.979896], [-3.169423, 0.305359, -1.962371], [-2.986109, 1.923647, -3.497927], [-0.179558, 3.348900, -2.873389], [-0.223507, 3.451921, -1.145362], [1.530344, -0.499070, 3.574784], [1.277082, -1.886802, 3.433135], [-0.080503, -2.185868, 3.149459], [-0.309933, -2.433320, 1.672634], [-0.073257, -1.269173, 0.895897], [1.205518, -1.252129, 0.272707], [2.605682, -0.346818, 3.495276], [1.034518, 0.088020, 2.799066], [1.195710, -0.152387, 4.558513], [-0.734989, -1.385529, 3.508542], [-0.331848, -3.098075, 3.699337], [-1.358072, -2.713040, 1.525192], [0.311579, -3.262945, 1.322205], [1.202277, -1.892398, -0.614220], [1.995832, -1.575032, 0.952964], [1.409101, -0.232612, -0.029975]],
  "forces_ev_per_angstrom": [[4.75, -3.75, 0.59], [-4.56, 3.02, -1.62], [-0.44, 0.22, 1.12], [-0.07, 0.14, -0.69], [-0.66, 0.45, 1.20], [0.19, 0.09, -0.27], [0.22, 0.33, -0.75], [0.60, 0.89, 1.04], [-0.01, -0.24, -0.83], [0.25, -0.43, -0.20], [-0.51, -0.49, 0.37], [0.32, -0.07, -0.49], [0.30, -0.23, -0.03], [-0.46, 0.11, -0.27], [0.15, -0.03, 0.66], [0.01, -0.04, 0.09], [-0.05, 0.11, -0.14], [0.19, -0.18, 0.07], [-0.23, 0.16, -0.05], [0.14, -0.01, 0.04], [-0.18, -0.13, 0.13], [0.00, -0.05, 0.03], [-0.02, -0.02, -0.01], [-0.01, 0.06, -0.03], [-0.01, 0.03, -0.05], [-0.03, 0.01, -0.01], [0.02, -0.03, 0.02], [0.05, 0.01, 0.03], [0.09, 0.00, -0.01], [-0.03, -0.04, 0.03], [0.01, 0.08, 0.01]]
}

(2)
{
  "formula": "C8H17OOsP2",
  "method": "ωB97M-V/def2-TZVPD",
  "multiplicity": 5,
  "total_charge": 1,
  "lumo_ha": [-0.0889, -0.1905],
  "energy_ev": -31653.81509,
  "species": ["C", "C", "C", "C", "C", "Os", "P", "H", "H", "H", "H", "H", "H", "H", "H", "C", "P", "C", "C", "O", "H", "H", "H", "H", "H", "H", "H", "H", "H"],
  "positions_angstrom": [[0.483457, 0.434730, -2.991902], [0.120177, -0.245353, -4.164180], [-0.252575, -1.585816, -4.172589], [-0.365765, -2.343960, -3.005321], [-0.213874, -1.807224, -1.711699], [0.118602, -0.058452, -1.209870], [0.114506, 2.188846, -0.600412], [0.902288, 1.440001, -3.194301], [0.132816, 0.308529, -5.112329], [-0.461041, -2.055765, -5.140305], [-0.388359, -2.581093, -0.931094], [-0.615607, -3.407472, -3.101946], [-1.128062, 2.690268, -0.097348], [0.418529, 3.165168, -1.602154], [1.058746, 2.602618, 0.398827], [-0.573243, -1.405618, 3.175991], [-0.126428, -0.017018, 2.128229], [-0.934065, 1.481638, 2.734064], [1.639140, 0.259588, 2.262219], [-0.607396, -0.320118, 0.705187], [-1.636999, -1.338557, 3.437992], [0.024883, -1.398373, 4.097196], [-0.406083, -2.344576, 2.632940], [-0.795647, 1.558645, 3.821498], [-0.486176, 2.365473, 2.262503], [-2.004756, 1.458497, 2.490466], [2.183933, -0.449119, 1.624546], [1.877197, 1.282639, 1.947636], [1.921788, 0.121887, 3.316145]],
  "forces_ev_per_angstrom": [[0.59, 1.19, -2.10], [0.24, 0.60, 0.16], [-0.50, -1.21, -0.07], [0.00, -0.07, -0.95], [-0.60, -3.91, -0.75], [0.32, 0.82, 0.95], [0.28, 2.86, 0.24], [-0.29, -0.43, 0.02], [0.16, -0.32, 0.36], [0.10, 0.11, 0.46], [-0.06, 0.60, -0.19], [0.11, 0.41, -0.03], [0.63, 0.02, -0.07], [-0.19, -0.32, 0.51], [-0.63, 0.16, -0.27], [-0.04, 0.03, 0.24], [-0.63, -0.20, 0.09], [0.08, -0.06, 0.15], [0.11, -0.01, 0.00], [0.14, -0.09, 1.33], [0.24, -0.03, -0.09], [-0.21, -0.03, -0.21], [0.04, 0.27, 0.11], [-0.09, 0.03, -0.25], [-0.09, -0.23, 0.17], [0.28, -0.10, 0.13], [-0.10, 0.11, 0.25], [0.04, -0.28, 0.13], [0.07, 0.08, -0.35]]
}

(3)
{
  "formula": "C8H18BiClIN2O3P",
  "method": "ωB97M-V/def2-TZVPD",
  "total_charge": 2,
  "lumo_ha": [-0.3708, -0.3761],
  "energy_ev": -53447.24595,
  "species": ["C", "C", "H", "H", "H", "O", "I", "Bi", "P", "C", "C", "H", "H", "H", "C", "H", "H", "H", "H", "H", "H", "C", "O", "Cl", "C", "N", "C", "N", "O", "H", "H", "H", "H", "H", "H"],
  "positions_angstrom": [[1.911648, 2.285589, -0.589936], [1.271615, 1.501031, 0.473741], [2.630095, 3.026788, -0.182497], [1.129235, 2.823771, -1.168982], [2.449467, 1.582780, -1.262301], [1.396535, 1.445356, 1.667609], [-2.235358, -2.459680, -0.584847], [-0.250812, -0.272593, -0.632886], [-2.193278, 1.492443, 0.006250], [-2.948273, 1.383978, 1.642595], [-1.672198, 3.196047, -0.297446], [-2.940443, 0.766113, -2.175785], [-4.089984, 1.910862, -1.436135], [-4.033153, 0.203076, -0.899812], [-3.432931, 1.055782, -1.237852], [-1.217537, 3.295563, -1.295416], [-2.540878, 3.868748, -0.248025], [-3.811740, 2.065333, 1.699612], [-2.228743, 1.674326, 2.421282], [-0.937958, 3.523951, 0.453461], [-3.295790, 0.359039, 1.835113], [-0.545708, -0.685573, 2.217601], [-0.646908, -1.015312, 3.301252], [0.089612, 0.420881, -3.032391], [3.949412, -2.753545, -0.945661], [2.969941, -3.400768, -0.080048], [1.829157, -2.776176, 0.266253], [0.955244, -3.407853, 1.102183], [1.655332, -1.579266, -0.151438], [3.543670, -1.770156, -1.193045], [4.098711, -3.336021, -1.863351], [4.907523, -2.642831, -0.423667], [3.144360, -4.333724, 0.251758], [-0.012726, -3.053605, 1.087034], [1.102858, -4.394353, 1.275778]],
  "forces_ev_per_angstrom": [[0.02, 0.51, -1.23], [2.05, -0.12, 5.25], [-0.48, -0.52, 0.19], [0.52, -0.46, 0.14], [-0.44, 0.37, 0.24], [-1.31, -0.13, -4.89], [1.01, 1.01, -0.15], [-0.15, -0.23, -0.48], [-0.72, -0.21, -0.47], [-0.11, 0.12, 0.33], [0.24, 0.36, -0.05], [-0.09, 0.17, 0.16], [0.03, -0.19, 0.04], [0.13, 0.24, 0.02], [-0.32, 0.19, -0.20], [-0.24, -0.12, 0.24], [0.20, -0.18, 0.02], [0.23, -0.19, -0.06], [-0.19, -0.07, -0.21], [-0.26, -0.08, -0.12], [0.10, 0.27, -0.11], [-0.15, -0.77, 2.56], [0.21, 0.73, -2.31], [-0.36, -0.34, 1.10], [0.29, 0.03, -0.13], [-0.95, 0.56, 0.17], [1.12, -0.56, -0.06], [-0.22, 0.79, -0.70], [-0.87, -0.46, 0.41], [0.34, -0.28, -0.07], [-0.06, 0.14, 0.27], [-0.25, -0.02, -0.14], [0.04, -0.10, 0.04], [0.90, -0.65, 0.13], [-0.27, 0.18, 0.05]]
}

(4)
{
  "formula": "C8H18BiN4O3",
  "method": "ωB97M-V/def2-TZVPD",
  "total_charge": 3,
  "lumo_ha": -0.4184,
  "energy_ev": -26500.37121,
  "species": ["Bi", "C", "O", "C", "C", "O", "C", "C", "O", "C", "H", "H", "H", "H", "H", "H", "H", "H", "H", "H", "H", "H", "H", "H", "N", "C", "N", "N", "C", "N", "H", "H", "H", "H"],
  "positions_angstrom": [[0.654513, -0.348467, -1.128572], [3.887901, -1.942053, -1.000067], [2.754787, -1.497903, -0.257800], [3.064289, -1.339545, 1.123712], [1.764748, -1.125387, 1.834339], [1.037176, -0.068909, 1.142310], [1.409001, 1.267409, 1.558553], [1.897213, 2.025059, 0.347169], [0.859927, 1.821315, -0.670923], [-0.198053, 2.876380, -0.758796], [4.556387, -2.541219, -0.462350], [4.549809, -1.088203, -1.284935], [3.576421, -2.584366, -1.835675], [3.754454, -0.410810, 1.247109], [3.668597, -2.140803, 1.475561], [1.875218, -0.780233, 2.848220], [1.165238, -2.018280, 1.823323], [2.172917, 1.192376, 2.363817], [0.517820, 1.709830, 1.975689], [2.788004, 1.618291, -0.034017], [2.006025, 3.061098, 0.457023], [-0.999601, 2.426398, -1.266556], [0.271636, 3.662468, -1.390665], [-0.431889, 3.190020, 0.189261], [-5.663977, -1.175087, -1.931784], [-4.949470, -0.720708, -0.929290], [-5.495194, -0.238111, 0.191375], [-3.605118, -0.806940, -0.911350], [-2.425900, -0.707570, -0.718031], [-1.249246, -0.717463, -0.495359], [-6.671297, -1.265942, -1.956256], [-5.109176, -1.286092, -2.779911], [-6.434735, -0.049479, 0.258080], [-4.998414, 0.002930, 0.976805]],
  "forces_ev_per_angstrom": [[1.36, -0.19, 0.19], [0.79, 0.83, -2.09], [-0.47, -0.22, 0.33], [1.13, 2.78, 0.06], [0.35, -0.11, 0.04], [-0.10, -0.24, -0.59], [0.63, 0.35, 0.73], [-1.67, -1.01, 0.20], [-0.25, 0.08, -0.17], [2.70, 0.03, -2.39], [0.51, -1.14, 1.49], [-0.89, -0.39, -0.26], [-0.10, 0.68, 0.04], [-1.07, -1.26, -0.23], [0.06, -1.01, 0.45], [0.18, -0.19, 0.43], [-0.51, -0.26, -0.10], [-0.41, 0.20, -0.65], [-0.27, 0.21, 0.16], [1.26, -0.55, -0.64], [0.24, 1.50, 0.52], [-1.16, -0.44, -0.57], [-0.60, -0.34, 0.59], [-0.64, 0.79, 2.24], [1.58, 0.31, -0.69], [-0.87, 0.38, 2.49], [0.74, -1.11, -2.79], [0.54, -0.04, -0.93], [-1.60, -0.46, -0.09], [0.25, 0.29, 0.32], [0.02, 0.16, 0.10], [-0.74, -0.40, 0.00], [-2.72, 0.33, -0.05], [1.73, 0.45, 1.86]]
}